{
  "formula": "C54H140Cl6O48S16",
  "method": "ωB97M-V/def2-TZVPD",
  "species": ["O", "H", "H", "C", "O", "H", "O", "H", "H", "O", "H", "C", "Cl", "H", "H", "H", "O", "H", "H", "H", "C", "H", "H", "H", "O", "H", "H", "H", "O", "C", "C", "H", "C", "H", "H", "H", "H", "H", "H", "H", "C", "H", "H", "C", "C", "O", "H", "O", "H", "H", "S", "O", "H", "C", "C", "H", "H", "H", "H", "H", "H", "H", "S", "O", "C", "C", "H", "O", "S", "H", "C", "C", "H", "C", "H", "H", "S", "H", "O", "H", "C", "S", "H", "H", "O", "H", "C", "H", "H", "H", "C", "H", "C", "O", "H", "O", "H", "S", "O", "O", "C", "Cl", "H", "H", "H", "C", "O", "H", "H", "H", "C", "H", "S", "C", "O", "S", "Cl", "S", "H", "H", "H", "H", "H", "C", "O", "O", "C", "H", "H", "O", "H", "O", "O", "H", "C", "S", "H", "H", "C", "S", "H", "H", "H", "H", "S", "S", "H", "H", "H", "H", "O", "H", "C", "H", "H", "O", "H", "H", "H", "H", "H", "C", "H", "H", "C", "H", "Cl", "C", "H", "C", "C", "H", "H", "H", "C", "H", "H", "C", "H", "H", "H", "O", "H", "C", "O", "O", "C", "O", "H", "H", "H", "H", "C", "O", "H", "H", "C", "O", "C", "H", "O", "H", "C", "O", "H", "H", "O", "H", "H", "Cl", "H", "C", "C", "C", "O", "H", "S", "C", "C", "H", "H", "S", "C", "H", "H", "H", "C", "O", "O", "O", "H", "H", "S", "H", "O", "H", "H", "H", "H", "H", "O", "C", "Cl", "H", "C", "H", "H", "O", "H", "H", "O", "H", "C", "O", "C", "O", "H", "O", "H", "H", "C", "H", "O", "H"],
  "positions_angstrom": [[22.1088, 15.4405, 25.4536], [19.1522, 23.3965, 14.1299], [17.9925, 12.6203, 22.8880], [18.5109, 18.3629, 26.0743], [26.9847, 21.9264, 19.1038], [19.8532, 11.3177, 16.6782], [17.7116, 18.7016, 23.3166], [17.6644, 24.6199, 15.7169], [17.2909, 16.7210, 9.8798], [21.1458, 21.9209, 20.4874], [24.2405, 13.5683, 25.6470], [12.3220, 14.9250, 16.6289], [24.1474, 18.3959, 15.2073], [14.0777, 12.4800, 11.6856], [27.6429, 13.5813, 12.4919], [18.7024, 14.6844, 20.6893], [19.8465, 24.0034, 20.8391], [25.7969, 19.0763, 22.5308], [16.1756, 17.1026, 11.1523], [18.4853, 22.3523, 19.2860], [18.1749, 17.9707, 27.4402], [25.0874, 20.4778, 14.3550], [19.5076, 13.0639, 20.7356], [21.5333, 20.4760, 13.1665], [23.2960, 17.7406, 11.1811], [13.1328, 13.1467, 14.5600], [17.6166, 10.2648, 22.4096], [19.3755, 24.6313, 16.1272], [22.7160, 14.0184, 17.9313], [11.1774, 16.2388, 12.0055], [19.0208, 22.6476, 23.5197], [15.3760, 15.9165, 12.9510], [25.3266, 17.8330, 19.1798], [17.1091, 14.0615, 22.4243], [17.0221, 19.6297, 16.3069], [21.9703, 15.8776, 28.0169], [20.1835, 12.4085, 17.9932], [17.9187, 12.5461, 17.4549], [23.5930, 10.5978, 18.4645], [25.5203, 14.1148, 13.0344], [25.7209, 18.6325, 23.5159], [15.9326, 13.6019, 18.6252], [22.1519, 13.6555, 20.6770], [23.0362, 16.3006, 26.2980], [19.8828, 17.4104, 23.2409], [22.2224, 19.3172, 24.5746], [25.4601, 12.7008, 11.8992], [24.0844, 15.8510, 18.6313], [23.2768, 14.5203, 15.9288], [23.8163, 15.6304, 26.6169], [21.4338, 10.3401, 19.2892], [15.1268, 11.5144, 20.3032], [22.7789, 17.8657, 22.1032], [16.0894, 17.5949, 14.2356], [14.1902, 12.7229, 12.7679], [11.8410, 14.2198, 15.9561], [18.7313, 10.4154, 12.6181], [11.3238, 17.1097, 11.3635], [26.8454, 18.6842, 25.4590], [26.3005, 19.5922, 15.3602], [19.8706, 17.5062, 22.1582], [23.6436, 19.2851, 21.4461], [23.5926, 12.7156, 14.3772], [17.3080, 11.8716, 12.9767], [18.7906, 16.2634, 18.0730], [16.8660, 20.0375, 17.2838], [19.5161, 14.2748, 17.5865], [12.6919, 14.3535, 10.9559], [20.8071, 17.7886, 18.8836], [17.8731, 19.1719, 25.7429], [22.6529, 14.6533, 20.4625], [22.6074, 10.5196, 18.0697], [22.2156, 16.6943, 17.5205], [28.7914, 16.2862, 16.0996], [21.4206, 17.4266, 27.1564], [10.4869, 15.4753, 11.5598], [23.3881, 16.4228, 11.7247], [17.9783, 15.9055, 18.6418], [17.3872, 15.7293, 13.2440], [20.4650, 18.2070, 23.7192], [24.1004, 14.0313, 15.3734], [19.9799, 20.6040, 14.8474], [12.0167, 16.7032, 15.3829], [22.5296, 20.0601, 19.0902], [20.0322, 18.9840, 18.8136], [19.3080, 17.2864, 13.5961], [25.2178, 16.3556, 19.3649], [16.5741, 17.6811, 15.2001], [18.3035, 18.8929, 28.0342], [28.8937, 15.8898, 17.1321], [20.3048, 16.9078, 13.9186], [21.4954, 18.2369, 12.7441], [16.8897, 10.1123, 21.6116], [23.7583, 20.9289, 23.4719], [24.7702, 13.4826, 16.0931], [22.3408, 16.3536, 12.9003], [23.4576, 17.0264, 25.5928], [15.9992, 11.5187, 21.4097], [21.7918, 14.4701, 23.3421], [19.5593, 21.8923, 15.6220], [25.5109, 19.4816, 14.5719], [16.5520, 18.8172, 19.7682], [18.9793, 13.9714, 14.0716], [19.8139, 14.3041, 21.9892], [14.2365, 11.7608, 13.2793], [18.2293, 11.6900, 18.0519], [18.1780, 17.2254, 25.2119], [26.1837, 15.8901, 19.1196], [16.2142, 9.3182, 21.9379], [20.8176, 16.9023, 11.7750], [27.1671, 12.7275, 13.0048], [27.4917, 11.8284, 12.5438], [23.2734, 19.5956, 23.6390], [19.2021, 15.2069, 17.1063], [24.6901, 15.9296, 12.1339], [12.7358, 15.3846, 11.9110], [16.1715, 21.6711, 17.1383], [23.5719, 14.3846, 19.0082], [16.6225, 10.1700, 11.2725], [20.2538, 16.4333, 23.5801], [25.4692, 22.5432, 22.1699], [23.5177, 14.7755, 21.1360], [20.1903, 15.8386, 13.8835], [22.8462, 18.9760, 22.1206], [18.9082, 20.3216, 13.9245], [12.9339, 14.7328, 13.3553], [21.1600, 17.2010, 12.7831], [18.4733, 17.2153, 17.6268], [23.6283, 19.9972, 17.7914], [17.8209, 10.8660, 15.1202], [10.8278, 16.4452, 16.6424], [23.8228, 15.6557, 23.7183], [16.6436, 12.9915, 14.9653], [12.0512, 12.7902, 13.1711], [18.6821, 22.8942, 15.0211], [19.9985, 22.6009, 20.9843], [17.1779, 17.5817, 27.5826], [27.5715, 19.2657, 24.0274], [26.0612, 22.8500, 21.2731], [17.5877, 12.0961, 14.4480], [23.8449, 12.6886, 24.1187], [17.7158, 10.7918, 17.7340], [17.6826, 22.1595, 20.8252], [18.9866, 11.9635, 11.7335], [18.2448, 17.4509, 23.6569], [26.2845, 21.4664, 20.2880], [18.9114, 23.6905, 23.3799], [18.0720, 22.0977, 23.3739], [25.4688, 18.6188, 12.4743], [21.2377, 22.2212, 13.5417], [19.8635, 16.5430, 19.0302], [18.1800, 23.6698, 17.0724], [18.4814, 24.0322, 16.0667], [21.6952, 15.6662, 10.3688], [21.9549, 15.4901, 20.4223], [21.4655, 11.5131, 20.1070], [22.6734, 14.2618, 10.9622], [17.7260, 22.4095, 14.8505], [15.0530, 17.9509, 14.3394], [12.4087, 17.0296, 17.0675], [22.2744, 11.4513, 17.6181], [22.6890, 15.3130, 10.6098], [14.2596, 13.1112, 18.4135], [17.2876, 11.2885, 10.1424], [15.1091, 13.5372, 17.9044], [26.1127, 18.1365, 19.8820], [27.5800, 19.6184, 12.9017], [15.9974, 19.0973, 18.0448], [17.3420, 9.8139, 20.6817], [25.7087, 13.0361, 12.8659], [22.2333, 16.7931, 27.4697], [29.3151, 15.6466, 15.3508], [19.5706, 18.6718, 26.0378], [29.1627, 18.0210, 15.0795], [26.0938, 18.7304, 13.3612], [23.3103, 22.3306, 19.7896], [26.3309, 20.2916, 24.7054], [17.2615, 16.8778, 10.9560], [26.9767, 23.2578, 21.5934], [22.8980, 17.2980, 28.1336], [20.7068, 22.6829, 24.8001], [19.9405, 22.1146, 22.4964], [22.6076, 9.7176, 17.3458], [13.0102, 13.2939, 13.4533], [20.3768, 19.6562, 15.8200], [21.4447, 9.1330, 20.0667], [17.5511, 10.5896, 10.9542], [24.6787, 13.5466, 19.3711], [24.7906, 14.6793, 14.8152], [17.9043, 17.6488, 11.3442], [25.9702, 17.5943, 23.3628], [19.7922, 12.3967, 13.7489], [17.7748, 13.2797, 22.0469], [22.8120, 13.2275, 13.2793], [17.8439, 20.1797, 17.7695], [24.4997, 22.3801, 18.4611], [19.0507, 13.8461, 21.3528], [17.1358, 12.4757, 21.0112], [19.7427, 22.1897, 24.7530], [25.4251, 23.5101, 20.6819], [20.1777, 10.3055, 18.3980], [12.1047, 14.5877, 17.6675], [21.3268, 21.2062, 13.9635], [26.9469, 20.4346, 21.0338], [21.9043, 19.3427, 21.7288], [26.3154, 17.7229, 13.6580], [21.7370, 17.6666, 19.9161], [16.5075, 18.2895, 13.5392], [22.6801, 12.8525, 25.4707], [28.8830, 18.6637, 17.3425], [15.4892, 12.8886, 17.0890], [18.5772, 21.9232, 20.2800], [29.4388, 17.6213, 16.0199], [11.8922, 16.3348, 16.3934], [24.9339, 12.2249, 13.7603], [19.1427, 22.5595, 25.6002], [17.5360, 15.4017, 11.7516], [23.9306, 21.7117, 19.1027], [21.5313, 17.5462, 17.3941], [21.9828, 18.4256, 16.9799], [24.3837, 18.2963, 19.4113], [22.8446, 14.7848, 24.2377], [19.6418, 11.5268, 17.7144], [19.9239, 21.1044, 24.7041], [19.9587, 15.6252, 16.4311], [18.1570, 11.9662, 19.0927], [18.2630, 11.2444, 12.1009], [24.8227, 20.9684, 19.9473], [16.5948, 14.4463, 11.2921], [13.7509, 14.9195, 16.3220], [25.0341, 16.1783, 20.4329], [15.0774, 13.3351, 12.8845], [14.7715, 15.1103, 17.5023], [15.0159, 19.4996, 18.1513], [15.9451, 15.7283, 16.9131], [15.9165, 18.1213, 17.5873], [22.4393, 21.2738, 17.7624], [23.3032, 15.5071, 9.7292], [18.3353, 14.9687, 16.4799], [18.1545, 9.8360, 10.4827], [14.1674, 15.7791, 18.6119], [23.0963, 20.6949, 18.4024], [27.0438, 16.3388, 15.8785], [25.5397, 18.1377, 18.1357], [19.1291, 12.9348, 14.4242], [10.7529, 16.5492, 12.9601], [30.5359, 17.5825, 16.0169], [17.6559, 16.3535, 23.0499], [22.2016, 21.1999, 14.6338], [20.7333, 17.2393, 16.6865], [13.7109, 16.3883, 11.7285], [18.8937, 17.2438, 27.8123], [23.4587, 13.3146, 24.9089], [15.5215, 11.9540, 22.6449], [26.6141, 19.2438, 24.5225], [24.3675, 18.6130, 24.0441], [27.5535, 12.8454, 13.9769], [18.9157, 15.0263, 11.5479], [15.9687, 15.4701, 14.5699], [19.5982, 12.9188, 15.4077], [16.0751, 16.1642, 13.7176], [18.7399, 20.8326, 20.2833], [23.0286, 11.6769, 15.1478], [20.5417, 17.2598, 14.8923]],
  "forces_ev_per_a": [[1.06, 0.87, 1.07], [-0.48, -1.05, 0.53], [0.23, -0.01, -0.03], [-0.35, 0.03, -1.17], [-1.07, -0.34, 0.40], [-0.22, -0.08, -0.37], [-0.80, 2.74, 0.01], [-0.57, 0.68, -0.37], [0.49, -0.02, 0.06], [0.49, 0.03, -0.28], [-0.07, -0.15, -0.52], [0.25, 0.24, 0.32], [0.65, 0.80, -0.19], [-0.17, 0.50, 0.81], [0.08, -0.44, -0.28], [0.34, -0.79, 0.36], [0.40, 1.30, 0.48], [-0.27, 0.62, 0.02], [0.96, 0.15, -0.03], [0.11, -0.23, -0.17], [0.51, 0.32, 1.70], [0.13, -0.64, -0.05], [0.04, 0.15, 0.22], [-0.05, 0.33, 0.13], [0.32, 0.56, -0.45], [-0.09, 0.21, -1.01], [0.07, 0.10, -0.21], [0.23, 0.25, 0.19], [-0.55, -0.16, -0.65], [-0.96, -1.19, -0.80], [0.51, -2.38, -1.06], [-0.58, 0.25, -0.27], [0.11, 0.17, -0.68], [0.06, -0.19, -0.41], [0.13, 0.14, -0.78], [-0.72, 0.44, -0.08], [0.80, 0.26, 0.49], [-0.50, 0.00, -0.07], [0.68, 0.35, 0.51], [-0.10, -0.82, -0.33], [-0.46, -0.80, 0.28], [-0.22, -0.10, 0.16], [0.57, 1.26, -0.20], [-0.70, -0.27, -1.15], [1.70, -0.23, 0.56], [-0.20, 0.31, 0.39], [-0.85, 0.23, -1.36], [0.44, -0.59, -0.35], [0.57, -0.33, -0.70], [0.47, -0.16, 0.30], [-0.26, -0.73, 2.48], [-0.86, -0.90, -1.35], [0.14, 0.76, 0.40], [-0.93, -0.32, -0.36], [-0.02, -1.30, -1.03], [0.20, -0.03, -0.18], [0.41, 0.21, 0.60], [-0.26, -0.22, -0.05], [-0.92, 0.29, -0.61], [-0.89, -0.30, -0.56], [0.29, -0.07, -0.10], [-0.04, -0.03, -0.23], [-1.06, 1.63, -2.16], [-0.98, 0.18, -1.96], [0.50, 0.72, 0.07], [1.18, 0.15, 0.59], [0.22, 0.46, 0.03], [-0.75, -1.15, -1.13], [-2.84, 1.05, -0.72], [0.07, 0.35, -0.16], [0.30, -1.46, 0.58], [0.46, -0.02, -0.94], [0.00, 0.40, -0.27], [1.15, -1.27, 1.07], [-0.38, 0.03, 0.12], [0.30, 1.01, 0.21], [0.45, -0.31, 1.11], [-0.90, -0.17, 0.96], [0.46, 0.50, 0.42], [-0.19, -0.11, -0.20], [1.55, -0.33, 1.42], [-2.12, 1.16, -0.91], [0.25, -0.31, -0.31], [-0.15, 0.60, 0.09], [-0.53, 0.36, 0.09], [0.43, -0.03, 0.72], [0.37, 0.09, 0.85], [0.20, -0.13, 0.08], [-0.18, -0.44, 0.12], [0.29, -0.08, -0.81], [-2.62, -0.78, -1.22], [0.03, 0.01, -0.07], [0.30, -2.42, 0.55], [0.36, 0.26, 0.23], [-0.71, 0.75, -0.17], [1.41, -0.26, 0.88], [-0.28, 0.11, 0.54], [-0.06, 1.66, -0.78], [-0.87, -0.85, -0.53], [0.00, 0.79, 0.74], [0.01, -0.55, 0.09], [-0.12, 0.12, -0.70], [0.09, -0.58, 0.14], [-0.38, -0.40, 0.30], [0.91, -0.20, -0.06], [-0.13, 0.16, -0.40], [0.70, 0.20, 0.35], [-0.62, -0.37, -0.34], [-0.01, 0.03, -0.04], [-0.98, 0.49, 0.76], [0.24, 1.94, -0.70], [0.13, -0.90, -0.24], [-1.42, 0.51, 0.29], [-0.02, 0.14, -1.06], [-1.36, 0.50, 0.12], [-0.33, 0.25, 1.56], [-0.25, 0.14, -0.05], [-0.14, 0.21, 0.57], [-0.55, -0.56, 0.36], [0.13, 0.24, -0.40], [0.40, 0.15, -0.60], [-0.92, 0.27, 0.45], [-0.20, -0.60, 0.53], [-0.20, -1.29, -1.87], [0.47, -0.48, 0.13], [-0.58, 0.84, -0.64], [1.96, 0.52, -1.59], [0.16, -0.24, -0.11], [0.87, -0.13, -0.56], [-0.26, -1.15, 0.13], [0.07, -0.07, -0.09], [2.03, 0.71, -0.07], [-2.27, 1.25, 0.57], [0.62, 0.67, -0.01], [0.14, 1.20, 0.95], [-0.53, -0.81, 0.75], [-0.31, 0.01, -0.17], [0.66, 0.31, -0.22], [-2.82, -0.26, 1.22], [3.29, 0.00, 1.38], [0.07, -0.13, -0.17], [-0.59, 0.04, 0.27], [-0.27, 0.23, 0.45], [0.06, 0.28, 0.30], [0.35, 0.73, 0.61], [1.94, -0.30, -1.58], [-0.09, 1.11, 0.04], [0.26, 0.47, 0.16], [-0.19, 0.54, 0.24], [-0.51, -0.57, 0.23], [-0.01, -0.47, 0.19], [0.41, 0.01, -0.72], [0.27, -1.60, 0.14], [-0.32, -0.06, 0.08], [0.28, -0.17, -0.05], [-0.09, 1.20, -0.15], [0.22, 0.79, -0.10], [0.12, 0.02, -0.54], [0.13, -0.36, 0.18], [0.05, -0.31, -0.11], [0.53, 0.09, -0.34], [0.10, -0.62, -0.85], [-0.23, -0.27, 0.13], [0.11, 0.03, 0.43], [1.59, -2.66, 0.81], [-0.16, 0.47, -0.38], [0.08, -0.21, -0.10], [-0.06, -0.44, 1.32], [0.34, -0.03, -0.30], [0.35, 0.49, 0.79], [0.59, -1.29, -0.39], [-0.83, 0.11, 0.54], [-0.31, -0.34, -0.53], [-0.36, 1.01, -0.87], [-0.36, 0.66, 0.33], [0.25, -0.42, -0.59], [0.07, -0.43, 0.22], [-2.42, 1.11, -0.37], [1.17, 0.52, -0.03], [0.45, 0.78, 0.40], [0.21, 0.05, 0.03], [-0.08, 0.57, -0.77], [-0.34, -0.20, -0.13], [-0.83, -0.31, 1.26], [0.33, -0.42, 0.20], [0.20, -0.29, -1.12], [-0.63, 1.25, -1.20], [0.09, 0.13, -0.43], [-0.73, 0.13, 0.03], [0.26, 0.30, -0.09], [-0.09, -0.51, 0.08], [0.14, 0.14, 0.02], [1.41, 0.39, -0.01], [-0.20, 0.08, 0.02], [-0.30, -0.24, -0.25], [0.13, -0.18, -0.30], [-1.22, 0.71, -0.55], [1.05, 1.48, -0.50], [-0.54, 0.70, 0.58], [0.33, 0.38, 0.16], [-1.51, 0.46, -0.42], [0.45, 0.31, -0.60], [2.10, -0.19, -0.69], [-0.77, -0.24, 0.14], [-0.06, 0.44, 0.21], [0.53, -0.31, 0.19], [1.90, -0.46, 2.14], [0.64, 0.41, -0.52], [-0.78, -0.45, 0.05], [0.06, 0.29, -0.04], [-0.51, 0.72, 0.15], [-0.05, -1.41, -0.34], [0.30, 0.20, 0.24], [-1.24, 0.97, 0.81], [0.56, -1.12, 1.00], [0.30, -0.69, 0.13], [2.32, -1.65, -1.25], [-0.40, 0.65, 0.93], [0.29, -1.87, -2.15], [0.36, 0.42, 0.20], [-0.34, 0.30, 0.46], [-2.33, 0.14, -0.59], [1.55, -1.12, 0.04], [-0.36, 0.44, 0.33], [0.03, -0.78, 0.15], [-0.41, -0.25, 0.25], [0.17, -1.08, -0.41], [1.43, -0.40, 0.93], [-1.24, -0.39, 0.09], [-0.47, -0.35, -0.12], [0.06, -0.13, -0.13], [0.11, -0.22, 0.27], [0.96, 2.37, -0.97], [-0.74, 0.19, 0.01], [-0.78, -0.38, 0.20], [0.20, -0.24, -0.07], [-0.58, -0.23, -0.12], [-0.01, -0.59, -0.21], [-0.02, 0.04, 0.08], [0.40, -0.46, 0.06], [-0.33, -0.01, -0.05], [-0.73, 0.18, -0.09], [-0.38, -0.01, -0.43], [0.31, -0.29, 0.53], [0.45, 0.58, -0.50], [0.69, -0.19, 0.18], [-0.33, -0.26, 0.35], [-1.56, -3.26, -0.91], [-0.34, 0.00, -0.13], [0.63, 0.45, 0.62], [1.14, 1.31, 0.18], [-0.04, -0.16, 0.13], [1.44, 0.29, 0.95], [-1.34, 0.30, 2.79], [1.23, 0.71, 0.43], [1.29, -0.91, 0.60], [0.21, -0.29, 1.51], [0.00, 0.35, 0.56], [-0.56, 0.43, -0.42], [-0.30, 0.06, -0.02], [0.44, -0.78, 2.00], [-0.30, 0.37, -0.35], [0.00, -1.05, 0.80], [0.59, 0.51, 0.29]],
  "gap_ha": 0.3852,
  "homo_ev": -10.27,
  "e_above_lowest_kcal_mol": 0.0
}